Entry 1:
Below is C4H9NO2 in the gas phase, with properties calculated with ωB97M-V with the def2-TZVPD basis set.

```
16
Properties=species:S:1:pos:R:3:forces:R:3:mulliken_charge:R:1
N 1.4593 0.4182 1.0841 0.09 -0.06 0.03 -0.265
C 1.3824 -0.8930 0.7464 0.02 -0.07 -0.03 0.384
O 2.2531 -1.7014 1.0303 -0.20 0.26 -0.06 -0.660
C 0.1547 -1.3452 -0.0388 -0.03 -0.10 -0.01 -0.385
C -1.0847 -0.4501 -0.1294 -0.06 0.07 -0.01 -0.692
C -0.9562 0.8373 -0.9464 -0.10 -0.24 -0.26 -0.401
O -0.6933 1.9226 -0.0596 0.07 0.33 0.01 -0.582
H 2.2916 0.7070 1.5739 -0.10 -0.01 -0.03 0.214
H 0.7561 1.1042 0.8307 0.13 -0.15 0.06 0.234
H 0.5130 -1.5957 -1.0456 -0.02 0.07 0.11 0.231
H -0.1294 -2.3015 0.4100 0.06 0.09 -0.04 0.315
H -1.8850 -1.0519 -0.5752 0.12 0.07 0.07 0.352
H -1.4361 -0.1661 0.8698 0.03 -0.06 -0.10 0.295
H -0.1505 0.7498 -1.6893 -0.08 -0.03 0.09 0.313
H -1.8903 1.0345 -1.4861 0.09 -0.04 0.07 0.356
H -0.5847 2.7313 -0.5749 -0.02 -0.13 0.10 0.290
```
Forces are in eV/Å.

The energy above the lowest of the compared OMol25 structures with the same formula, charge and spin comes out at 13.5 kcal per mole. The largest force on an atom is 0.007 Eh/bohr. The frontier orbital gap is 10.02 eV. The lowest unoccupied orbital energy comes out at 0.606 eV. Its spin multiplicity is 1. As for the charge: 0.


Entry 2:
Below is 2 unconnected molecules or ions with the total composition C4H9NO2, with properties calculated with ωB97M-V with the def2-TZVPD basis set.

```
16
Properties=species:S:1:pos:R:3:forces:R:3:mulliken_charge:R:1
C 0.9357 -0.6781 -1.5133 -0.08 0.09 -0.05 -1.422
C 0.2611 -0.4580 -0.1658 -0.21 0.41 -0.14 0.558
C 1.1994 0.3047 0.7885 0.23 -0.06 -0.33 -0.651
O 0.7496 0.3396 2.1194 -0.61 0.33 -0.17 -0.495
N -1.0539 0.2467 -0.3622 -1.23 0.08 0.70 -0.176
C -2.0755 0.3371 0.6015 -2.22 2.12 0.88 -0.103
O -2.1102 1.2178 1.5070 -0.32 -4.49 -3.04 -0.503
H 0.2859 -1.2413 -2.1888 0.09 0.08 0.09 0.363
H 1.8746 -1.2320 -1.3902 -0.23 0.13 0.02 0.378
H 1.1667 0.2884 -1.9755 0.00 -0.14 0.01 0.360
H 0.0655 -1.4424 0.3106 -0.23 0.53 -0.28 0.148
H 2.1655 -0.2068 0.8468 -0.09 -0.02 -0.30 0.343
H 1.3679 1.3148 0.3766 -0.04 -0.17 0.13 0.293
H -0.0756 0.8498 2.0996 0.07 -0.03 0.34 0.332
H -1.5486 0.8115 -1.0980 2.11 -1.22 -0.18 0.320
H -3.2081 -0.4518 0.0439 2.76 2.35 2.33 0.254
```
Forces are in eV/Å.

The energy above the lowest of the compared OMol25 structures with the same formula, charge and spin comes out at 88.6 kcal per mole. The largest force on an atom is 0.106 Eh/bohr. The frontier orbital gap is 9.82 eV. The lowest unoccupied orbital energy comes out at 0.430 eV. Its spin multiplicity is 1. As for the charge: 0.


Entry 3:
Below is C4H9NO2 in the gas phase, with properties calculated with ωB97M-V with the def2-TZVPD basis set.

```
16
Properties=species:S:1:pos:R:3:forces:R:3:mulliken_charge:R:1
C 2.5377 0.1555 -0.1999 0.01 0.17 0.11 -0.666
O 1.2565 0.0119 -0.8180 -0.46 0.52 0.19 -0.373
C 0.1363 -0.2093 -0.0381 -0.57 0.76 0.21 0.559
O 0.5102 -0.7848 1.1605 -0.27 -0.10 0.20 -0.495
C -1.2794 0.8259 0.4134 0.39 -0.08 -0.62 -0.794
C -1.9946 -0.3603 -0.2349 -0.31 -0.18 -0.20 -0.265
N -0.7970 -0.9416 -0.8519 -0.04 -0.31 -0.09 -0.487
H 3.2236 0.4719 -0.9927 -0.27 -0.03 0.14 0.246
H 2.4963 0.9219 0.5747 0.11 0.00 0.02 0.294
H 2.9157 -0.7770 0.2386 -0.33 0.16 -0.14 0.261
H -0.0816 -0.3085 1.7482 0.35 -0.48 0.69 0.338
H -1.7136 1.0800 1.4188 1.20 -0.34 -0.30 0.325
H -1.3539 1.7537 -0.1569 0.19 -0.19 -0.26 0.269
H -2.3929 -1.0617 0.5089 -0.01 0.19 -0.11 0.216
H -2.7827 -0.1451 -0.9578 0.00 0.06 0.06 0.287
H -0.6807 -0.6325 -1.8128 0.01 -0.12 0.11 0.285
```
Forces are in eV/Å.

The energy above the lowest of the compared OMol25 structures with the same formula, charge and spin comes out at 78.4 kcal per mole. The largest force on an atom is 0.025 Eh/bohr. The frontier orbital gap is 9.84 eV. The lowest unoccupied orbital energy comes out at 0.937 eV. Its spin multiplicity is 1. As for the charge: 0.


Entry 4:
Below is C4H9NO2 in the gas phase, with properties calculated with ωB97M-V with the def2-TZVPD basis set.

```
16
Properties=species:S:1:pos:R:3:forces:R:3:mulliken_charge:R:1
C 1.5048 -0.0660 -1.1537 -0.10 -0.06 -0.19 -0.702
N 1.7682 0.3293 0.2388 0.05 0.13 0.35 -0.004
C 1.1275 0.7874 1.3297 -0.07 -0.15 -0.41 -0.406
O -0.1953 0.9936 1.3018 0.24 0.01 0.16 -0.152
C -1.1673 0.8144 0.2578 -0.07 -0.03 -0.23 -0.482
C -1.7520 -0.5886 0.3449 -0.27 0.17 0.02 -0.393
O -0.7800 -1.6013 0.1988 0.17 -0.04 0.20 -0.523
H 2.1235 -0.9423 -1.3743 -0.08 0.16 0.02 0.290
H 0.4725 -0.3644 -1.3061 0.22 0.04 0.01 0.286
H 1.7841 0.7355 -1.8481 -0.12 -0.09 0.15 0.255
H 2.7492 0.2523 0.4654 -0.11 0.02 -0.01 0.247
H -1.9496 1.5457 0.4842 0.08 -0.11 -0.08 0.350
H -0.7614 1.0471 -0.7293 -0.01 -0.04 0.15 0.292
H -2.2755 -0.6917 1.3061 0.05 0.03 -0.14 0.325
H -2.4809 -0.7378 -0.4589 0.07 0.07 0.11 0.307
H -0.1677 -1.5131 0.9430 -0.05 -0.11 -0.11 0.312
```
Forces are in eV/Å.

The energy above the lowest of the compared OMol25 structures with the same formula, charge and spin comes out at 84.1 kcal per mole. The largest force on an atom is 0.009 Eh/bohr. The frontier orbital gap is 9.12 eV. The lowest unoccupied orbital energy comes out at 0.832 eV. Its spin multiplicity is 1. As for the charge: 0.


Entry 5:
Below is C4H9NO2 in the gas phase, with properties calculated with ωB97M-V with the def2-TZVPD basis set.

```
16
Properties=species:S:1:pos:R:3:forces:R:3:mulliken_charge:R:1
N -0.5781 0.0332 1.7869 -0.51 -0.06 -0.70 -0.716
C 0.1473 0.5010 0.6204 -2.87 1.31 -3.15 -0.021
C -0.6319 1.7861 0.0739 1.76 0.27 1.51 -0.010
O -1.3606 2.3595 0.8153 -1.31 0.89 0.63 -0.484
C -0.2132 -0.2352 -0.7984 3.34 -2.91 2.90 -1.022
C 0.6200 -1.5582 -0.7146 -1.11 -0.58 -0.28 -0.415
O 2.0203 -1.3233 -0.8017 -0.71 0.37 -0.18 -0.493
H -0.8178 0.8821 2.3054 0.39 -0.11 0.27 0.310
H -1.5039 -0.1642 1.3986 0.02 -0.50 0.40 0.306
H 1.2084 0.5566 0.8534 0.05 0.28 -0.55 0.464
H -0.6139 2.1073 -0.9770 0.45 -0.21 -0.19 0.369
H 0.2620 0.3387 -1.5880 -0.64 0.12 -0.37 0.363
H -1.2390 -0.5756 -0.9268 -0.23 0.85 -0.01 0.419
H 0.2456 -2.2418 -1.4853 0.62 0.08 -0.40 0.312
H 0.3972 -2.1058 0.2090 0.04 0.37 0.17 0.299
H 2.0576 -0.3604 -0.7713 0.71 -0.16 -0.06 0.319
```
Forces are in eV/Å.

The energy above the lowest of the compared OMol25 structures with the same formula, charge and spin comes out at 71.9 kcal per mole. The largest force on an atom is 0.103 Eh/bohr. The frontier orbital gap is 10.36 eV. The lowest unoccupied orbital energy comes out at 0.717 eV. Its spin multiplicity is 1. As for the charge: 0.


Entry 6:
Below is C4H9NO2 in the gas phase, with properties calculated with ωB97M-V with the def2-TZVPD basis set.

```
16
Properties=species:S:1:pos:R:3:forces:R:3:mulliken_charge:R:1
N -0.8641 -1.0900 0.5697 0.46 -0.03 0.11 -0.671
C -0.3767 0.0418 -0.2274 -0.26 0.00 -0.32 0.125
C -0.5579 -0.3132 -1.7043 -0.46 -0.09 -0.17 -0.621
O -1.8329 0.0791 -2.2008 -0.31 -0.42 0.22 -0.564
C 1.0544 0.4943 0.0815 0.26 -0.21 0.05 -0.560
C 1.1816 0.8476 1.5336 0.28 -0.09 0.21 -0.114
O 1.8400 0.2063 2.3164 -0.21 0.22 -0.11 -0.460
H -0.7572 -0.8905 1.5581 -0.25 0.09 0.11 0.283
H -0.2398 -1.8827 0.4301 -0.10 -0.01 -0.15 0.269
H -1.0674 0.8695 -0.0443 0.12 0.10 0.05 0.295
H 0.1561 0.1672 -2.3639 0.23 0.26 0.11 0.359
H -0.4314 -1.3914 -1.8294 0.13 -0.11 0.02 0.290
H -2.5056 -0.5155 -1.8261 0.39 0.32 -0.10 0.317
H 1.3408 1.3356 -0.5487 -0.22 0.31 0.03 0.390
H 1.7877 -0.2830 -0.1276 -0.06 -0.30 0.01 0.319
H 0.5969 1.7242 1.8876 0.03 -0.05 -0.08 0.344
```
Forces are in eV/Å.

The energy above the lowest of the compared OMol25 structures with the same formula, charge and spin comes out at 39.4 kcal per mole. The largest force on an atom is 0.011 Eh/bohr. The frontier orbital gap is 10.75 eV. The lowest unoccupied orbital energy comes out at 0.900 eV. Its spin multiplicity is 1. As for the charge: 0.


Entry 7:
Below is C4H9NO2 in the gas phase, with properties calculated with ωB97M-V with the def2-TZVPD basis set.

```
16
Properties=species:S:1:pos:R:3:forces:R:3:mulliken_charge:R:1
O 2.4768 1.7683 0.6034 0.77 0.76 0.52 -0.453
C 1.4943 2.3874 0.3311 -1.54 0.11 -0.63 0.092
C 0.3007 1.6589 -0.2902 -0.86 0.44 -1.02 -0.571
C 0.1411 0.2226 0.1925 -0.40 -1.72 1.02 -0.504
N -0.7454 -0.7719 -0.5435 1.72 2.50 -1.01 -0.262
C -0.9784 -2.0252 0.0854 0.11 -0.84 0.80 -0.345
O -2.1933 -2.6281 -0.3322 0.58 0.03 -0.22 -0.532
H 1.3114 3.5364 0.4141 0.82 -1.42 0.12 0.264
H 0.4978 1.7417 -1.3903 -0.16 -0.24 0.61 0.305
H -0.6166 2.2534 -0.1150 0.35 -0.24 -0.08 0.346
H -0.3538 0.2641 1.1801 0.61 0.29 0.16 0.272
H 1.1730 -0.1799 0.3560 -0.95 0.02 -0.32 0.290
H -1.5054 -0.2794 -1.0012 -0.23 -0.74 0.44 0.234
H -0.9467 -2.0168 1.1783 -0.78 0.84 0.44 0.271
H -0.1401 -2.7189 -0.0276 0.21 -0.06 -0.97 0.259
H -1.9585 -3.2814 -1.0059 -0.25 0.28 0.15 0.336
```
Forces are in eV/Å.

The energy above the lowest of the compared OMol25 structures with the same formula, charge and spin comes out at 61.4 kcal per mole. The largest force on an atom is 0.062 Eh/bohr. The frontier orbital gap is 9.47 eV. The lowest unoccupied orbital energy comes out at 0.904 eV. Its spin multiplicity is 1. As for the charge: 0.


Entry 8:
Below is C4H9NO2 in the gas phase, with properties calculated with ωB97M-V with the def2-TZVPD basis set.

```
16
Properties=species:S:1:pos:R:3:forces:R:3:mulliken_charge:R:1
N 2.0410 -0.6496 1.8227 0.05 -0.04 0.09 -0.400
C 1.1174 -1.0480 0.9102 -0.03 -0.17 -0.02 0.458
O 0.5463 -2.1226 1.0073 0.32 0.19 0.01 -0.623
C 0.7273 -0.0587 -0.1749 0.05 -0.11 -0.04 -0.313
C -0.7516 0.2521 0.1156 -0.07 -0.10 0.02 -0.598
C -1.6027 0.4784 -1.1144 -0.14 -0.36 0.25 -0.551
O -1.0759 1.5432 -1.8831 -0.10 0.14 -0.25 -0.514
H 2.1365 -1.2168 2.6506 0.14 0.04 -0.12 0.231
H 2.4978 0.2436 1.7816 -0.10 -0.03 -0.03 0.203
H 1.3645 0.8333 -0.2085 -0.19 -0.16 0.09 0.247
H 0.8209 -0.5619 -1.1440 -0.03 0.00 0.17 0.264
H -1.1335 -0.6602 0.6092 -0.16 0.63 -0.11 0.357
H -0.8226 1.1131 0.7961 -0.07 -0.26 -0.11 0.260
H -1.6164 -0.4554 -1.6999 -0.02 0.17 0.04 0.343
H -2.6331 0.6931 -0.7891 0.15 -0.02 -0.13 0.330
H -1.6159 1.6164 -2.6794 0.19 0.10 0.11 0.306
```
Forces are in eV/Å.

The energy above the lowest of the compared OMol25 structures with the same formula, charge and spin comes out at 16.6 kcal per mole. The largest force on an atom is 0.013 Eh/bohr. The frontier orbital gap is 10.68 eV. The lowest unoccupied orbital energy comes out at 0.885 eV. Its spin multiplicity is 1. As for the charge: 0.


Entry 9:
Below is a gas-phase ion, C4H9NO2 (charge +1), with properties calculated with ωB97M-V with the def2-TZVPD basis set.

```
16
Properties=species:S:1:pos:R:3:forces:R:3:mulliken_charge:R:1
C 0.3530 0.1779 -0.1727 1.04 -0.36 1.05 -0.625
C 1.1367 -1.0887 -0.5387 0.23 -0.03 0.33 -0.303
C 1.8345 -0.9198 -1.8756 0.04 -0.04 -0.52 -0.148
O 2.1209 -1.8426 -2.5762 -0.04 -0.15 0.18 -0.395
N -0.5375 -0.0654 0.9304 -1.61 -0.22 -1.43 0.034
C -1.3166 1.0340 1.5331 0.20 0.47 0.88 -0.316
O -2.0976 1.4787 0.4798 -0.48 -0.06 -0.10 -0.433
H 1.0289 0.9643 0.1601 -0.03 0.30 -0.36 0.355
H -0.2428 0.5074 -1.0273 -0.27 0.22 -0.06 0.367
H 0.5288 -1.9930 -0.5628 -0.17 0.04 -0.17 0.343
H 1.9040 -1.2721 0.2222 -0.02 0.08 -0.07 0.355
H 2.0638 0.1098 -2.2135 -0.02 0.12 0.22 0.382
H -1.1696 -0.8516 0.7237 0.45 -0.23 0.44 0.343
H -1.9207 0.6667 2.3614 0.22 -0.25 0.03 0.379
H -0.6499 1.8097 1.9019 0.16 0.02 -0.22 0.294
H -3.0357 1.2848 0.6543 0.29 0.09 -0.19 0.368
```
Forces are in eV/Å.

The energy above the lowest of the compared OMol25 structures with the same formula, charge and spin comes out at 46.9 kcal per mole. The largest force on an atom is 0.042 Eh/bohr. The frontier orbital gap (alpha / beta) is 10.27 / 5.19 eV. The lowest unoccupied orbital energy (alpha / beta) comes out at -3.527 / -8.547 eV. Its spin multiplicity is 2. As for the charge: +1.


Entry 10:
Below is a gas-phase ion, C4H9NO2 (charge +1), with properties calculated with ωB97M-V with the def2-TZVPD basis set.

```
16
Properties=species:S:1:pos:R:3:forces:R:3:mulliken_charge:R:1
O 1.1202 0.3919 2.4742 -0.64 0.40 -0.25 -0.270
C 1.2329 0.4475 1.2962 1.30 -1.07 2.11 -0.123
C -0.0418 0.2628 0.4065 -0.84 -1.24 -1.49 0.610
C -0.9094 1.4740 0.6060 0.20 2.22 -0.66 -1.631
N 0.3191 0.1001 -0.9657 -1.95 1.35 0.98 -0.020
C 0.0132 -1.0753 -1.7534 0.57 -1.63 -0.18 -0.532
O -1.3383 -1.4296 -1.7307 0.29 0.54 0.36 -0.452
H 2.2648 0.4404 0.9267 -0.12 0.38 -0.99 0.415
H -0.5510 -0.6421 0.7610 0.52 -0.06 0.15 0.264
H -1.2484 1.6454 1.6244 0.25 -0.31 0.13 0.387
H -1.7619 1.6038 -0.0665 -0.08 -0.95 0.07 0.403
H -0.3046 2.3486 0.2963 -0.07 -0.04 0.53 0.486
H 0.0768 0.9776 -1.4181 0.77 0.14 -0.64 0.364
H 0.6240 -1.8918 -1.3520 0.08 0.07 -0.07 0.380
H 0.3094 -0.9172 -2.7819 0.11 0.38 -0.09 0.350
H -1.4276 -2.1744 -1.1310 -0.38 -0.19 0.05 0.369
```
Forces are in eV/Å.

The energy above the lowest of the compared OMol25 structures with the same formula, charge and spin comes out at 52.1 kcal per mole. The largest force on an atom is 0.052 Eh/bohr. The frontier orbital gap (alpha / beta) is 11.38 / 6.16 eV. The lowest unoccupied orbital energy (alpha / beta) comes out at -4.271 / -8.852 eV. Its spin multiplicity is 2. As for the charge: +1.